ORCA calculation (ωB97M-V with the def2-TZVPD basis set) on a cluster of 9 separate species, H18O9 in total.

LUMO energy in eV: 0.22
2S+1: 1
SMILES: O.O.O.O.O.O.O.O.O
Orbital gap in eV: 10.872
Energy in hartree: -687.94115
HOMO in eV: -10.65
Net charge: 0

```
27
Properties=species:S:1:pos:R:3:forces:R:3
O 2.68172 3.37670 0.42617 0.01 -0.37 -0.46
H 2.51337 2.42891 0.45204 0.18 -0.11 -0.08
H 2.21242 3.67247 1.20164 -0.26 0.37 0.57
O 2.56407 -3.17623 -1.17993 0.40 0.14 -0.20
H 3.24949 -2.69998 -1.66418 -0.07 -0.03 -0.10
H 3.06003 -3.55489 -0.44750 -0.22 -0.04 0.19
O 0.59299 1.76510 2.75869 0.77 0.44 0.80
H 1.05962 1.02574 2.33665 -0.86 0.05 -0.23
H -0.13528 2.09501 2.23537 -0.01 -0.31 -0.51
O -2.42208 -2.43162 -1.20640 0.28 0.38 -0.12
H -2.94559 -3.04127 -1.70931 -0.44 -0.53 -0.32
H -2.43242 -2.73194 -0.29234 0.14 0.21 0.16
O 0.21822 -1.53431 -1.98711 -0.28 2.58 0.00
H -0.57116 -2.03391 -2.18122 0.59 -1.24 0.25
H 1.09974 -1.86738 -1.82511 -0.56 -1.33 0.08
O -1.91829 -1.32135 1.37686 0.02 -0.25 0.16
H -1.96772 -0.41396 1.04812 0.09 0.15 -0.46
H -2.70097 -1.39995 1.91642 -0.27 -0.17 0.44
O -1.79019 0.53650 -0.70740 0.31 0.48 0.61
H -1.37393 -0.25717 -1.05962 -0.08 -0.22 -0.43
H -2.63421 0.66143 -1.14281 -0.02 -0.22 -0.19
O 0.83961 -0.56145 1.21442 0.36 0.01 -0.15
H 0.38633 -0.10738 0.49510 0.01 -0.15 -0.11
H 0.25155 -1.29073 1.44456 -0.12 0.13 0.03
O -0.12890 4.28405 -0.09992 0.56 -0.09 -1.24
H 0.67159 3.87039 -0.47029 0.19 -0.23 0.93
H -0.37999 4.70724 -0.93289 -0.72 0.34 0.39
```
Positions in Å, forces in eV/Å.

What are the Mulliken partial charges on each atom? They are as follows, in elementary charge units: atom 1 (O): -0.68, atom 2 (H): 0.32, atom 3 (H): 0.35, atom 4 (O): -0.65, atom 5 (H): 0.32, atom 6 (H): 0.31, atom 7 (O): -0.65, atom 8 (H): 0.36, atom 9 (H): 0.30, atom 10 (O): -0.56, atom 11 (H): 0.27, atom 12 (H): 0.31, atom 13 (O): -0.62, atom 14 (H): 0.34, atom 15 (H): 0.32, atom 16 (O): -0.61, atom 17 (H): 0.34, atom 18 (H): 0.26, atom 19 (O): -0.60, atom 20 (H): 0.29, atom 21 (H): 0.29, atom 22 (O): -0.68, atom 23 (H): 0.32, atom 24 (H): 0.35, atom 25 (O): -0.60, atom 26 (H): 0.33, atom 27 (H): 0.29


ORCA calculation (ωB97M-V with the def2-TZVPD basis set) on a cluster of 9 separate species, H18O9 in total.

LUMO energy in eV: -0.36
2S+1: 1
SMILES: O.O.O.O.O.O.O.O.O
Orbital gap in eV: 10.064
Energy in hartree: -687.93915
HOMO in eV: -10.42
Net charge: 0

```
27
Properties=species:S:1:pos:R:3:forces:R:3
O -0.93564 0.71654 3.73470 0.21 -0.09 0.11
H -1.16948 1.04528 2.86667 -0.44 -0.02 -0.40
H -0.72226 1.50155 4.23916 0.06 0.12 0.29
O -1.66711 -0.99411 -3.72140 -0.50 -0.03 -0.16
H -1.19818 -1.10271 -2.89403 0.18 -0.08 0.22
H -0.97822 -0.85475 -4.37119 0.24 0.17 -0.08
O -0.92907 -2.84539 -1.16777 0.09 -0.33 -0.23
H -1.86752 -3.01653 -1.24689 -0.21 -0.12 -0.10
H -0.87350 -1.92255 -0.91975 0.22 0.57 0.49
O -0.60679 0.02178 -0.35090 -0.05 0.05 -0.36
H -1.23263 0.35533 0.29199 -0.23 -0.36 0.31
H 0.17528 0.55932 -0.22576 0.24 -0.07 -0.36
O -2.67770 0.20656 1.44848 -0.02 0.36 0.06
H -3.24060 -0.41519 1.90979 0.02 -0.28 0.26
H -3.22293 0.54144 0.73657 -0.28 0.15 -0.24
O 1.96502 0.97721 -0.98222 0.08 -0.02 -0.43
H 2.75137 1.35651 -1.37467 0.15 0.05 -0.36
H 2.06030 1.14425 -0.04453 -0.17 -0.11 0.38
O 1.04456 -1.05736 2.35608 0.17 -0.43 -0.09
H 1.58375 -0.37285 1.95991 0.16 0.09 -0.04
H 0.34599 -0.58224 2.80609 -0.25 0.14 0.33
O 1.39155 -0.06426 -3.76693 -0.02 0.10 -0.41
H 1.28590 0.08045 -2.82664 -0.09 0.11 0.49
H 1.57026 -1.00122 -3.84696 0.11 -0.27 -0.01
O 2.23332 1.56242 1.69135 0.06 -0.01 -0.05
H 1.95363 2.12597 2.41275 -0.21 0.07 0.27
H 2.96068 2.03457 1.28608 0.45 0.23 0.12
```
Positions in Å, forces in eV/Å.

What are the Mulliken partial charges on each atom? They are as follows, in elementary charge units: atom 1 (O): -0.64, atom 2 (H): 0.31, atom 3 (H): 0.30, atom 4 (O): -0.64, atom 5 (H): 0.33, atom 6 (H): 0.30, atom 7 (O): -0.61, atom 8 (H): 0.33, atom 9 (H): 0.31, atom 10 (O): -0.52, atom 11 (H): 0.36, atom 12 (H): 0.38, atom 13 (O): -0.62, atom 14 (H): 0.28, atom 15 (H): 0.30, atom 16 (O): -0.64, atom 17 (H): 0.31, atom 18 (H): 0.24, atom 19 (O): -0.61, atom 20 (H): 0.29, atom 21 (H): 0.35, atom 22 (O): -0.65, atom 23 (H): 0.31, atom 24 (H): 0.33, atom 25 (O): -0.65, atom 26 (H): 0.26, atom 27 (H): 0.30


ORCA calculation (ωB97M-V with the def2-TZVPD basis set) on a cluster of 9 separate species, H18O9 in total.

LUMO energy in eV: 0.14
2S+1: 1
SMILES: O.O.O.O.O.O.O.O.O
Orbital gap in eV: 9.203
Energy in hartree: -687.82357
HOMO in eV: -9.06
Net charge: 0

```
27
Properties=species:S:1:pos:R:3:forces:R:3
O -0.38734 -0.12303 -0.68795 0.26 5.07 1.68
H 0.00842 0.68472 -1.12846 -0.82 -1.67 0.40
H -0.98203 -0.52944 -1.25377 -1.88 -0.56 -2.08
O 2.43923 1.15262 2.17997 -0.54 2.04 0.17
H 3.11940 0.48800 2.21459 0.64 0.09 0.19
H 2.76822 2.05530 2.46439 -0.14 -2.05 -0.43
O -0.25012 -2.81534 1.42700 -2.82 0.38 -0.29
H 0.61127 -3.10682 1.52291 3.02 -0.52 0.43
H -0.60115 -3.50430 0.85355 -0.35 0.11 -0.05
O -1.33946 2.86262 1.82409 -0.19 0.42 1.89
H -0.85201 2.60065 2.63297 -0.56 0.29 -0.57
H -0.85697 2.41524 1.16079 0.81 -0.77 -1.32
O -1.40075 2.32418 -2.46272 -0.04 -1.35 2.11
H -1.57501 2.14411 -1.47978 0.16 0.76 -2.23
H -1.70925 3.20176 -2.66296 -0.18 0.52 0.20
O 1.06091 -1.78818 -0.89228 -0.64 -1.41 0.37
H 0.23193 -1.60032 -0.43787 0.69 -0.17 0.02
H 0.82276 -1.89551 -1.81118 0.10 0.03 -0.32
O 2.98557 -2.74859 -1.09955 3.54 0.00 1.04
H 3.66504 -2.79626 -0.35472 -1.45 -0.64 -1.82
H 2.68328 -3.60159 -1.40480 0.38 -0.49 0.50
O 1.75393 3.13866 -0.86182 -0.58 -2.02 -0.13
H 1.98757 2.21297 -0.63073 -0.79 0.25 -0.49
H 2.49745 3.49884 -0.43231 1.38 1.68 0.72
O -5.80169 -1.34110 0.15122 -3.97 -1.35 -0.16
H -4.94863 -1.07995 0.21517 4.26 1.48 0.09
H -5.93057 -1.84926 0.95424 -0.28 -0.13 0.08
```
Positions in Å, forces in eV/Å.

What are the Mulliken partial charges on each atom? They are as follows, in elementary charge units: atom 1 (O): -0.69, atom 2 (H): 0.29, atom 3 (H): 0.33, atom 4 (O): -0.61, atom 5 (H): 0.30, atom 6 (H): 0.32, atom 7 (O): -0.63, atom 8 (H): 0.29, atom 9 (H): 0.31, atom 10 (O): -0.62, atom 11 (H): 0.32, atom 12 (H): 0.30, atom 13 (O): -0.62, atom 14 (H): 0.33, atom 15 (H): 0.30, atom 16 (O): -0.58, atom 17 (H): 0.40, atom 18 (H): 0.28, atom 19 (O): -0.57, atom 20 (H): 0.27, atom 21 (H): 0.29, atom 22 (O): -0.58, atom 23 (H): 0.31, atom 24 (H): 0.28, atom 25 (O): -0.61, atom 26 (H): 0.29, atom 27 (H): 0.32


ORCA calculation (ωB97M-V with the def2-TZVPD basis set) on a cluster of 9 separate species, H18O9 in total.

LUMO energy in eV: -0.25
2S+1: 1
SMILES: O.O.O.O.O.O.O.O.O
Orbital gap in eV: 10.293
Energy in hartree: -687.94062
HOMO in eV: -10.54
Net charge: 0

```
27
Properties=species:S:1:pos:R:3:forces:R:3
O 1.02899 -1.37607 -2.61557 0.37 -0.14 -0.19
H 1.17069 -1.66394 -1.69721 -0.06 -0.48 -0.37
H 0.77524 -2.14803 -3.15281 0.16 0.38 0.61
O -0.21697 0.03078 0.60615 -0.76 -0.58 -0.59
H 0.36803 0.58428 1.07035 1.01 1.74 1.12
H 0.34106 -0.73346 0.47531 0.03 -1.04 -0.21
O 1.71678 3.82420 1.48041 0.19 0.54 0.23
H 0.84512 3.63667 1.84905 0.39 -0.17 -0.29
H 1.92327 3.03392 0.98671 0.29 -0.33 -0.09
O 0.95032 -2.55007 0.13808 1.61 0.05 0.42
H 1.76632 -2.99634 0.45054 -0.68 0.52 -0.14
H 0.44047 -3.25408 -0.24903 -1.01 -0.48 -0.39
O -2.80968 -0.64809 1.42783 -1.38 0.03 0.42
H -1.92979 -0.50996 1.13450 1.70 -0.11 -0.33
H -3.14078 0.25063 1.38954 -0.53 0.06 0.08
O -0.78413 3.18191 1.99757 0.02 0.39 0.40
H -0.94365 4.06648 2.36969 -0.46 -0.59 -0.23
H -1.61201 2.73620 1.83093 -0.37 0.16 0.08
O -1.30967 -0.24888 -1.88587 0.25 0.54 0.93
H -0.39369 -0.49859 -2.10715 -0.31 0.01 -0.57
H -1.15663 0.19064 -1.02214 -0.38 -0.10 -0.67
O -1.65600 -2.91685 -1.19224 1.42 -1.14 3.34
H -1.50846 -2.00226 -0.94106 -0.46 0.47 -0.66
H -1.93520 -2.96126 -2.05902 -0.97 0.36 -2.74
O 2.71909 1.25026 0.23054 -0.10 -0.40 -0.02
H 3.02177 0.34731 0.11596 0.41 -0.27 0.48
H 2.32950 1.37459 -0.63106 -0.39 0.61 -0.61
```
Positions in Å, forces in eV/Å.

What are the Mulliken partial charges on each atom? They are as follows, in elementary charge units: atom 1 (O): -0.71, atom 2 (H): 0.41, atom 3 (H): 0.32, atom 4 (O): -0.63, atom 5 (H): 0.27, atom 6 (H): 0.25, atom 7 (O): -0.67, atom 8 (H): 0.46, atom 9 (H): 0.32, atom 10 (O): -0.60, atom 11 (H): 0.26, atom 12 (H): 0.29, atom 13 (O): -0.60, atom 14 (H): 0.38, atom 15 (H): 0.30, atom 16 (O): -0.65, atom 17 (H): 0.30, atom 18 (H): 0.29, atom 19 (O): -0.75, atom 20 (H): 0.38, atom 21 (H): 0.40, atom 22 (O): -0.64, atom 23 (H): 0.38, atom 24 (H): 0.29, atom 25 (O): -0.65, atom 26 (H): 0.27, atom 27 (H): 0.34


ORCA calculation (ωB97M-V with the def2-TZVPD basis set) on a cluster of 9 separate species, H18O9 in total.

LUMO energy in eV: -0.17
2S+1: 1
SMILES: O.O.O.O.O.O.O.O.O
Orbital gap in eV: 8.998
Energy in hartree: -687.77118
HOMO in eV: -9.17
Net charge: 0

```
27
Properties=species:S:1:pos:R:3:forces:R:3
O 0.05344 -0.28623 -1.04453 0.99 -3.15 0.55
H 0.97043 -0.03697 -0.96904 0.68 0.78 0.01
H 0.20231 -1.30823 -0.94855 -0.44 2.82 -0.26
O -1.91974 -1.60195 -1.83364 -1.34 0.79 -3.68
H -1.24738 -1.08298 -2.32028 -0.92 -0.16 0.21
H -1.45432 -1.82690 -1.09250 1.11 -1.00 3.11
O 4.78365 -0.18416 -0.61545 0.58 6.27 -3.47
H 5.33732 0.21414 0.00555 1.59 1.45 1.39
H 5.35076 -0.37022 -1.40951 -0.95 0.33 1.44
O -3.44872 1.75107 1.32286 2.15 3.57 0.29
H -2.99800 2.23659 0.58207 -0.37 -0.38 1.34
H -3.79827 1.07896 0.83122 -1.75 -3.24 -1.68
O -3.40653 -3.77117 0.07270 2.90 0.32 1.35
H -3.91361 -3.48524 0.84696 0.07 -0.06 -0.23
H -2.42395 -3.68210 0.40648 -3.01 -0.33 -1.05
O -0.70895 -0.78595 3.94941 0.68 -1.85 -1.41
H -0.49390 -1.58444 3.33442 -0.27 2.43 1.76
H 0.10888 -0.27464 4.08904 -0.40 -0.58 -0.33
O 4.44679 -1.97663 -0.42706 0.23 -8.31 -1.36
H 4.74306 -2.90315 -0.31899 -0.69 -0.09 0.23
H 4.03280 -1.72238 0.35820 -0.84 0.35 1.77
O 1.84347 4.28787 0.98217 -1.20 1.41 3.41
H 1.07065 4.58972 1.58200 2.14 -0.66 -1.16
H 1.36136 4.04985 0.23241 -0.93 -0.78 -2.25
O -2.83238 2.50819 -2.45630 -0.13 1.20 1.00
H -2.94691 3.27328 -1.82400 0.18 -1.17 -1.35
H -2.71225 2.89365 -3.33566 -0.07 0.04 0.36
```
Positions in Å, forces in eV/Å.

What are the Mulliken partial charges on each atom? They are as follows, in elementary charge units: atom 1 (O): -0.68, atom 2 (H): 0.30, atom 3 (H): 0.33, atom 4 (O): -0.56, atom 5 (H): 0.38, atom 6 (H): 0.23, atom 7 (O): -0.65, atom 8 (H): 0.31, atom 9 (H): 0.33, atom 10 (O): -0.61, atom 11 (H): 0.30, atom 12 (H): 0.31, atom 13 (O): -0.62, atom 14 (H): 0.32, atom 15 (H): 0.30, atom 16 (O): -0.63, atom 17 (H): 0.31, atom 18 (H): 0.32, atom 19 (O): -0.56, atom 20 (H): 0.27, atom 21 (H): 0.30, atom 22 (O): -0.63, atom 23 (H): 0.33, atom 24 (H): 0.30, atom 25 (O): -0.61, atom 26 (H): 0.31, atom 27 (H): 0.30


ORCA calculation (ωB97M-V with the def2-TZVPD basis set) on a cluster of 9 separate species, H18O9 in total.

LUMO energy in eV: -0.06
2S+1: 1
SMILES: O.O.O.O.O.O.O.O.O
Orbital gap in eV: 10.435
Energy in hartree: -687.91746
HOMO in eV: -10.50
Net charge: 0

```
27
Properties=species:S:1:pos:R:3:forces:R:3
O -0.94102 2.52950 -2.94764 -0.13 -0.84 -0.14
H -0.54231 3.27989 -2.52407 0.16 0.58 0.12
H -1.64102 2.84656 -3.52140 -0.01 0.20 0.04
O 0.90750 -0.43416 -3.70227 1.44 -0.74 -0.45
H 0.20375 -0.15844 -3.13957 -0.97 0.60 0.25
H 0.62447 -0.48691 -4.61660 -0.31 0.29 0.12
O -0.38000 -1.18127 3.95527 -0.73 -1.40 0.32
H -0.42883 -1.71198 3.14362 0.07 0.08 0.44
H 0.00830 -0.38339 3.66931 0.68 1.55 -0.41
O -2.53170 -1.52649 0.82770 0.72 -0.84 -0.66
H -1.62524 -1.83825 1.00061 0.03 0.62 0.67
H -2.67787 -2.11821 0.07545 -0.73 0.33 -0.02
O 3.47289 1.09915 1.03752 -0.30 -0.30 0.07
H 3.40470 0.61677 1.86828 0.21 0.10 0.03
H 2.56063 1.04300 0.71123 0.15 0.16 -0.15
O -1.75509 -0.82564 -2.78260 -0.47 -0.61 0.00
H -2.50109 -1.38722 -2.53800 -0.20 0.44 0.39
H -1.38658 -1.37552 -3.47744 0.52 0.07 -0.31
O 0.60640 0.62561 0.07200 -1.25 -0.18 -0.21
H -0.03064 1.05162 0.66084 0.59 0.14 0.58
H -0.05846 0.23628 -0.51616 0.57 -0.28 -0.50
O 0.85906 2.35876 2.09224 -0.53 0.47 -0.22
H 0.87300 2.89553 2.88101 0.25 -0.02 0.73
H 0.39222 2.96589 1.50200 0.19 -0.22 -0.29
O 0.10401 -2.61222 1.66375 0.63 1.10 -0.24
H -0.07821 -3.45855 1.31677 -0.58 -1.79 -0.36
H 0.92754 -2.39006 1.20878 -0.02 0.46 0.21
```
Positions in Å, forces in eV/Å.

What are the Mulliken partial charges on each atom? They are as follows, in elementary charge units: atom 1 (O): -0.56, atom 2 (H): 0.29, atom 3 (H): 0.29, atom 4 (O): -0.63, atom 5 (H): 0.36, atom 6 (H): 0.29, atom 7 (O): -0.64, atom 8 (H): 0.36, atom 9 (H): 0.29, atom 10 (O): -0.59, atom 11 (H): 0.34, atom 12 (H): 0.30, atom 13 (O): -0.63, atom 14 (H): 0.30, atom 15 (H): 0.34, atom 16 (O): -0.61, atom 17 (H): 0.27, atom 18 (H): 0.31, atom 19 (O): -0.58, atom 20 (H): 0.31, atom 21 (H): 0.28, atom 22 (O): -0.57, atom 23 (H): 0.27, atom 24 (H): 0.28, atom 25 (O): -0.66, atom 26 (H): 0.30, atom 27 (H): 0.29